No. 1
Molecular formula: Cl3H3Si2
Method: DFT, ωB97M-V/def2-TZVPD

Geometry as XYZ:
```
8
Properties=species:S:1:pos:R:3:nbo_charge:R:1
Cl -1.8176 -0.6148 -0.9667 -0.453
H 0.4087 -0.2031 1.3375 -0.181
H 1.3628 0.5482 -0.7681 -0.181
H 2.6741 -0.2529 0.5866 -0.200
Cl 0.9596 -2.2630 -0.1265 -0.375
Cl -2.0818 2.4289 -0.5457 -0.442
Si -2.8600 0.7178 0.1994 0.901
Si 1.3542 -0.3610 0.2834 0.931
```

Results
- energy relative to the best compared isomer or geometry (same formula, charge and spin) (kcal/mol) = 35.8
- LUMO level (eV) = -0.86
- DFT total energy (a.u.) = -1961.4248
- E_HOMO (eV) = -9.8

=====

No. 2
Molecular formula: Cl3HOSi
Method: DFT, ωB97M-V/def2-TZVPD

Geometry as XYZ:
```
6
Properties=species:S:1:pos:R:3:nbo_charge:R:1
Si 0.3565 -1.9818 2.9199 1.791
Cl 0.5965 1.0035 -1.7885 -0.262
O -0.2423 -2.8858 1.8759 -1.133
H 0.0309 0.5194 -0.7566 0.262
Cl 2.2893 -1.6159 3.1280 -0.328
Cl -0.7050 -0.9681 4.2503 -0.331
```

Results
- energy relative to the best compared isomer or geometry (same formula, charge and spin) (kcal/mol) = 64.5
- LUMO level (eV) = -0.46
- DFT total energy (a.u.) = -1746.0135
- E_HOMO (eV) = -11.3

=====

No. 3
Molecular formula: Cl3O12Pb
Method: DFT, ωB97M-V/def2-TZVPD

Geometry as XYZ:
```
16
Properties=species:S:1:pos:R:3:nbo_charge:R:1
O 0.3420 -0.2990 -1.7054 -0.943
O -2.5906 -3.1931 1.8200 -0.813
O 2.7126 -0.8017 -1.7957 -0.768
O 1.1223 -2.5025 -2.1335 -0.790
O 1.5246 4.3883 -0.7858 -0.878
O 3.5647 3.5963 -0.0962 -0.826
O 1.5739 2.4533 0.5570 -0.960
O -4.8412 -2.2587 1.1483 -0.791
Cl 2.2638 3.1879 -0.4751 2.562
O 2.2867 2.3673 -1.6718 -0.850
Cl 1.4254 -1.2844 -1.3813 2.512
O 1.4050 -1.4330 0.0416 -0.878
Pb -0.6435 0.5873 0.5243 1.768
O -2.8424 -1.0210 1.0965 -1.011
Cl -3.5575 -2.1223 1.7476 2.542
O -3.7458 -1.6647 3.1095 -0.878
```

Results
- energy relative to the best compared isomer or geometry (same formula, charge and spin) (kcal/mol) = 0.0
- LUMO level (eV) = -0.70
- DFT total energy (a.u.) = -2475.5708
- E_HOMO (eV) = -7.2
- charge = -1

=====

- What is the formula in the first record?
  Cl3H3Si2

=====

- Look up the energy relative to the best compared isomer or geometry (same formula, charge and spin) of the first one.
  35.8 kcal/mol

=====

- Which of these has the highest energy relative to the best compared isomer or geometry (same formula, charge and spin)?
  Cl3HOSi